a:
The following is a DFT calculation (ωB97M-V/def2-TZVPD) of an isolated molecule of C2H6N2OS.

Geometry as XYZ:
```
12
Properties=species:S:1:pos:R:3
C -2.27 -0.11 -0.02
C 0.29 0.68 -0.02
H -2.66 -0.10 1.05
H -2.90 -0.75 -0.64
H -2.17 0.89 -0.43
H 2.23 1.27 -0.01
H 2.24 -1.20 0.88
H 2.04 -1.37 -0.79
N 1.64 0.46 -0.02
N 2.33 -0.76 -0.02
O -0.12 1.84 0.01
S -0.64 -0.83 0.01
```

Properties
Orbital gap, Ha: 0.37241
2S+1: 1
LUMO level, eV: 0.66
SMILES string: CSC(=O)NN
E_HOMO, eV: -9.47

---

b:
The following is a DFT calculation (ωB97M-V/def2-TZVPD) of an isolated molecule of C2H6N2OS.

Geometry as XYZ:
```
12
Properties=species:S:1:pos:R:3
C 0.05 -0.78 0.55
C 1.05 0.29 0.10
H -0.63 -1.14 -1.38
H -1.66 -1.59 -0.20
H 0.65 -1.72 0.75
H -0.42 -0.53 1.46
H 0.98 2.25 -0.41
H -1.32 0.92 -0.34
N -1.00 -0.87 -0.47
N 0.48 1.46 -0.11
O -0.85 1.62 0.15
S 2.68 0.09 -0.10
```

Properties
Orbital gap, Ha: 0.33045
2S+1: 1
LUMO level, eV: 0.59
SMILES string: NCC(=S)NO
E_HOMO, eV: -8.41

---

c:
The following is a DFT calculation (ωB97M-V/def2-TZVPD) of an isolated molecule of C2H6N2OS.

Geometry as XYZ:
```
12
Properties=species:S:1:pos:R:3
C 1.24 0.97 -0.03
C -0.58 -0.69 -0.25
H 2.31 1.02 -0.35
H 0.66 1.72 -0.50
H 1.15 1.18 1.00
H 1.77 -1.34 0.92
H -0.72 -1.74 -0.30
H -3.64 0.81 0.00
N 0.75 -0.33 -0.30
N -1.49 0.20 -0.13
O 1.69 -1.36 -0.04
S -3.12 -0.44 -0.02
```

Properties
Orbital gap, Ha: 0.32216
2S+1: 1
LUMO level, eV: 0.68
SMILES string: CN(O)/C=N/S
E_HOMO, eV: -8.08

---

Which of them is most stable? Easy: a.